1.
Below is a 7-piece molecular cluster, C22H56N10O7 overall at a distorted geometry, with properties calculated with the ωB97M-V functional and the def2-TZVPD basis.

Output
multiplicity = 1
strongest force on any atom = 3.4 eV Å⁻¹
E_HOMO = -8.94 eV
total charge = 0
gap between HOMO and LUMO = 9.241 eV

```
95
C22H56N10O7 (the ωB97M-V functional and the def2-TZVPD basis)
C -2.950 0.199 1.667
H -2.718 5.217 -1.597
C -0.684 3.404 -2.921
C -1.287 -0.852 -0.616
H -1.513 -0.176 -1.442
H -3.610 -1.388 -2.163
H -0.627 -0.774 2.102
H 0.846 -4.656 1.594
H -1.968 0.514 1.526
H 4.671 1.331 0.917
O -2.289 4.512 -1.044
C 1.943 4.560 -0.322
C 1.351 4.162 -1.669
N 0.409 -5.239 -2.165
H 2.973 -5.304 1.222
H -0.103 2.569 -3.336
H 1.012 0.483 2.376
C -2.417 -3.262 3.295
H -2.602 -2.716 -1.967
N 0.650 -3.602 -3.682
H -1.947 4.246 1.153
O 2.726 2.394 2.076
C -3.320 -2.095 -1.391
H 0.062 -2.221 1.672
H -2.644 -0.540 3.712
N 2.552 -6.166 0.923
H 0.184 2.327 0.221
H -2.237 6.612 0.516
H -4.274 -2.583 -1.184
H -1.659 -4.068 3.222
H 0.022 -5.894 -2.852
C -0.973 4.487 1.455
C -2.993 -0.884 2.725
H 0.255 -4.234 -4.376
C -1.165 6.691 0.344
N 2.418 -0.491 -1.753
O -1.842 -3.567 0.580
H -3.563 0.410 -0.412
C 0.582 -3.924 -2.386
H 3.248 -3.169 -0.440
H 0.615 -5.689 -1.297
H 2.001 -0.555 1.669
N -2.660 -2.478 0.960
H -0.915 -3.310 0.573
H -0.196 -1.998 3.349
H 4.215 -0.224 1.208
H 0.460 -2.583 -3.770
H 1.254 6.096 1.176
O 0.860 -7.236 -0.117
C -2.703 -1.452 -0.139
H -1.030 5.170 2.349
H 3.139 -6.784 0.420
H -1.436 2.390 -0.431
H 2.034 3.521 -2.233
C -3.579 -0.348 0.390
H 3.034 4.831 -0.486
C -0.647 -1.818 2.382
N 4.529 0.379 -1.987
H -1.694 3.087 -2.846
H 1.238 6.434 -0.549
H -0.735 -0.259 0.132
N 0.429 -5.579 1.459
C 3.747 -0.671 -1.656
C 1.235 -6.393 0.762
H -0.586 -1.594 -0.958
H -2.308 -2.737 4.274
O 4.286 -1.775 -1.495
C -0.340 2.419 -0.699
C 1.028 5.674 0.216
H 1.986 -1.389 -1.771
N 1.986 0.220 2.257
H 5.467 0.280 -1.735
H -0.739 7.299 1.102
H -4.066 -1.160 2.914
H -1.000 7.205 -0.634
H 2.046 3.655 0.241
C -2.145 -2.118 2.287
H 1.344 5.051 -2.236
C -0.471 5.354 0.242
N -0.867 4.857 -1.087
H -0.162 1.572 -1.371
O 2.748 -3.351 0.356
H 1.863 -3.482 -0.023
N 3.947 0.712 1.216
H -0.444 3.576 1.610
C 2.904 1.209 1.873
H 1.907 0.325 -1.782
H -3.537 1.013 2.035
O 0.776 -3.071 -1.518
H -0.562 -5.639 1.285
H 4.128 1.289 -2.002
H -4.653 -0.595 0.495
C -0.128 3.669 -1.541
H -0.597 4.307 -3.591
H -3.526 -3.613 3.141
```

---

2.
Below is C22H57O12V as an isolated structure at a distorted geometry, with properties calculated with the ωB97M-V functional and the def2-TZVPD basis.

Output
multiplicity = 2
strongest force on any atom = 3.7 eV Å⁻¹
E_HOMO (alpha / beta) = -11.13 / -11.13 eV
total charge = +1
gap between HOMO and LUMO (alpha / beta) = 7.662 / 2.588 eV

```
92
C22H57O12V (the ωB97M-V functional and the def2-TZVPD basis)
H -30.943 -38.232 27.650
C -24.421 -39.787 28.627
O -27.547 -35.547 34.617
H -25.986 -33.890 36.122
H -24.064 -40.496 39.222
H -25.802 -40.278 31.620
C -28.890 -34.966 31.086
C -29.721 -38.330 34.265
H -26.141 -34.915 37.556
H -23.524 -37.553 36.938
C -24.149 -35.072 32.263
H -30.300 -34.917 29.971
C -31.115 -37.782 28.628
C -30.216 -39.758 34.215
H -30.609 -36.817 28.635
H -32.189 -37.623 28.727
C -25.685 -40.905 32.504
H -29.647 -34.919 36.304
V -26.934 -37.147 32.776
H -30.534 -37.168 30.807
C -23.141 -37.626 28.459
C -26.175 -34.906 36.467
H -24.732 -33.980 30.525
H -22.324 -39.565 28.617
H -28.777 -39.646 30.418
H -25.851 -43.100 30.514
H -22.547 -38.702 35.990
H -31.538 -37.299 33.502
H -23.996 -37.150 28.939
H -23.287 -37.058 32.396
C -23.157 -39.009 29.047
H -24.236 -40.484 36.655
H -26.549 -43.522 32.097
O -30.743 -38.091 30.967
O -25.326 -35.398 32.933
H -22.130 -35.804 32.162
O -29.009 -38.216 33.071
H -25.225 -39.491 29.300
C -25.623 -43.322 31.557
H -28.979 -38.121 35.035
C -23.064 -36.029 32.677
H -27.624 -34.656 34.269
O -28.175 -35.619 31.814
H -23.835 -34.103 32.654
O -25.387 -39.156 37.646
H -24.464 -42.504 33.245
C -30.657 -38.771 29.753
H -25.149 -40.286 33.224
H -23.861 -40.905 31.316
H -25.018 -44.228 31.548
H -23.237 -37.649 27.374
H -30.780 -40.021 33.320
C -29.152 -39.077 29.567
O -26.381 -38.039 33.942
C -24.104 -39.595 37.272
C -24.856 -42.192 32.277
H -24.650 -39.612 27.576
H -25.317 -35.504 36.159
H -31.340 -37.251 35.209
H -22.608 -40.764 38.280
O -23.138 -39.138 30.492
H -30.773 -39.970 35.127
H -22.835 -39.250 39.037
H -24.257 -40.857 28.758
H -23.653 -35.173 30.145
H -22.377 -38.579 30.664
C -30.780 -37.179 34.277
C -24.515 -35.015 30.793
H -28.547 -33.586 36.061
H -25.339 -35.669 30.509
C -23.552 -38.463 36.340
O -23.743 -41.834 31.525
H -31.266 -39.675 29.764
H -29.067 -39.655 28.648
C -28.629 -34.581 36.498
H -25.381 -38.323 38.123
H -27.589 -36.469 36.434
H -26.665 -41.194 32.883
H -29.405 -40.485 34.157
C -27.510 -35.457 36.037
H -24.214 -38.288 35.492
H -28.543 -38.174 29.510
O -26.439 -37.842 31.431
H -29.679 -38.167 32.386
O -28.619 -33.783 30.870
O -29.959 -35.556 30.601
H -30.328 -36.189 34.217
C -23.382 -40.032 38.510
H -22.242 -37.026 28.601
H -28.570 -34.418 37.574
H -22.842 -36.003 33.744
H -25.820 -34.578 32.994
```

---

3.
Below is C22H58N2O11PSn4 as an isolated structure at a distorted geometry, with properties calculated with the ωB97M-V functional and the def2-TZVPD basis.

Output
multiplicity = 1
strongest force on any atom = 5.2 eV Å⁻¹
E_HOMO = -19.59 eV
total charge = +5
gap between HOMO and LUMO = 2.143 eV
ΔE to the lowest compared entry with this formula, charge and spin = 115.8 kcal per mole

```
98
C22H58N2O11PSn4 (the ωB97M-V functional and the def2-TZVPD basis)
H -4.109 -3.117 -3.490
H 0.426 2.328 -1.069
H 6.069 -5.291 6.198
O 0.762 3.226 -1.109
C -3.355 2.333 -1.269
H -1.284 1.938 2.502
C 0.054 4.080 -1.944
H -2.314 -5.577 -3.101
O 1.237 -0.817 0.652
O -1.090 -1.461 -0.191
H 3.831 -2.689 -0.114
N 3.417 -3.271 2.463
C 3.878 -2.013 1.853
Sn 0.926 0.196 3.750
O -1.758 -3.741 -1.253
O -1.215 2.340 3.370
H 0.696 4.767 2.252
C -0.955 3.653 3.203
C 6.315 -0.471 0.327
H -0.615 5.340 4.497
H -3.381 3.237 -0.662
H -2.082 0.985 -6.067
O -0.849 0.479 1.422
C -6.449 -0.621 -0.104
H 7.619 -4.470 6.220
H -1.765 4.204 2.726
C -0.009 5.369 -1.182
H 5.243 -3.182 0.438
Sn -3.048 -1.387 2.141
H -0.984 3.795 -2.117
H -0.020 3.871 5.304
C -0.566 -0.739 -4.467
C 0.817 4.389 -3.229
C -0.805 4.280 4.668
H -4.619 0.091 -1.931
H -1.764 4.170 5.174
C -3.017 -5.480 -2.273
O -4.986 -0.831 -0.088
H -3.075 -1.869 -2.964
H 6.083 -3.627 6.824
H -2.944 -6.250 -1.506
H 7.224 -1.035 0.116
C -3.126 -2.955 -3.047
C -2.940 -3.968 -1.869
H -7.005 -1.006 -0.959
P -0.164 -0.256 0.199
H 4.576 -1.513 2.524
C -4.117 1.461 -0.268
H 0.945 3.609 -3.980
H -1.972 2.399 -4.875
H -1.689 -2.842 -0.923
H -5.074 1.885 0.037
H -0.641 1.934 -5.872
H -2.578 -3.204 -3.956
N -3.373 1.466 0.933
C 4.936 -3.523 4.548
H -2.402 1.276 0.730
O 0.019 1.179 -3.473
H -3.270 2.413 1.268
C 4.406 -4.047 3.201
H -3.870 2.633 -2.181
H 4.064 -5.067 3.376
Sn 2.889 0.807 -1.459
H 2.548 -3.171 2.967
H 0.226 -0.737 -5.215
H -0.073 -1.291 -3.667
C -1.064 0.611 -4.133
H -0.043 0.863 -2.568
O 5.070 -1.071 -0.179
O 0.169 0.748 -0.983
C -1.495 1.530 -5.328
H 1.015 5.705 -1.022
Sn 0.690 -3.614 0.676
H -3.708 -3.645 -1.167
H -1.338 -1.443 -4.779
C -4.304 0.089 -0.887
H -0.312 6.158 -1.871
O 6.224 -4.046 4.797
H 2.994 -1.413 1.638
H 6.560 0.547 0.026
H 1.837 4.712 -3.023
H -1.849 0.684 -3.381
C 0.261 3.767 2.256
H -3.289 -0.274 -1.048
C 4.625 -2.287 0.515
H 4.230 -3.737 5.350
C 6.546 -4.314 6.115
H 6.206 -0.356 1.405
H 5.309 -4.169 2.603
H 4.886 -2.439 4.443
H 0.032 3.356 1.273
H -0.648 5.435 -0.302
H -2.357 1.895 -1.283
H 0.326 5.251 -3.682
H -3.961 -5.621 -2.800
H -6.782 -1.099 0.817
H 1.112 3.151 2.546
H -6.793 0.411 -0.033
```